A 10-piece molecular cluster, C15H41IO13 overall, computed with ωB97M-V with the def2-TZVPD basis set.

Last column: Mulliken charge in e.
Atoms and positions in Å:
C  -3.529  -0.510  -0.752  -0.628
C  -2.672  -0.680  -2.139  -0.257
O  -1.318  -1.229  -1.976  -0.311
C  -0.871  -1.221  -0.575  0.322
C  -0.318  -0.151  0.302  -0.300
I  -0.102  1.898  -0.451  0.245
C  0.023  -0.817  1.773  0.561
O  0.919  -0.482  2.705  -0.566
O  -0.951  -1.956  1.785  -0.187
C  -0.814  -2.537  0.441  0.527
O  -0.634  -3.832  0.073  -0.521
H  -4.622  -0.158  -1.079  0.346
H  -3.080  0.431  -0.169  0.108
H  -3.608  -1.471  -0.090  0.236
H  -3.308  -1.378  -2.866  0.202
H  -2.564  0.347  -2.704  0.251
C  2.183  4.588  -2.504  -0.407
O  0.909  5.027  -2.070  -0.509
H  2.058  3.707  -3.138  0.365
H  2.667  5.382  -3.078  0.359
H  2.794  4.326  -1.637  -0.072
H  1.051  5.809  -1.510  0.278
C  3.843  2.196  -0.129  -0.629
O  3.312  1.788  -1.376  -0.386
H  3.423  3.169  0.135  0.226
H  3.574  1.465  0.639  0.279
H  4.930  2.278  -0.203  0.292
H  3.703  0.922  -1.584  0.244
C  -2.298  -5.160  2.608  -0.060
O  -3.630  -5.244  3.080  -0.507
H  -2.253  -4.426  1.800  -0.236
H  -1.641  -4.844  3.421  0.208
H  -1.983  -6.135  2.228  0.292
H  -3.639  -5.902  3.795  0.303
C  -3.131  3.213  2.890  -0.555
O  -3.145  2.357  1.762  -0.414
H  -3.926  3.955  2.783  0.216
H  -3.303  2.627  3.795  0.265
H  -2.166  3.722  2.950  0.233
H  -2.430  1.710  1.885  0.202
C  2.657  -2.495  5.783  -0.497
O  1.940  -1.277  5.715  -0.494
H  3.250  -2.508  6.701  0.224
H  1.955  -3.332  5.794  0.224
H  3.323  -2.575  4.920  0.234
H  1.423  -1.294  4.892  0.319
C  -0.774  -2.402  -5.586  -0.509
O  -2.106  -2.486  -5.113  -0.497
H  -0.729  -1.668  -6.393  0.220
H  -0.117  -2.086  -4.772  0.197
H  -0.459  -3.377  -5.965  0.285
H  -2.115  -3.144  -4.398  0.298
C  -3.009  -6.977  6.516  -0.542
O  -3.539  -7.384  5.268  -0.525
H  -3.429  -6.003  6.779  0.234
H  -3.278  -7.707  7.283  0.270
H  -1.922  -6.894  6.441  0.263
H  -3.149  -8.250  5.060  0.286
C  6.061  5.691  -2.465  -0.579
O  4.787  6.130  -2.031  -0.432
H  5.937  4.810  -3.099  0.226
H  6.546  6.485  -3.039  0.291
H  6.672  5.429  -1.597  0.257
H  4.930  6.912  -1.471  0.266
C  0.188  3.830  -6.351  -0.572
O  0.687  3.657  -5.037  -0.418
H  0.235  2.874  -6.877  0.189
H  -0.850  4.169  -6.306  0.251
H  0.800  4.565  -6.879  0.257
H  0.633  4.521  -4.594  0.262

Cartesian forces, eV/Å:
-0.16 1.58 -0.68
-2.37 0.53 -0.44
0.82 0.01 4.34
1.23 1.51 2.50
-1.09 -2.98 -2.13
-0.02 -1.88 0.88
2.82 1.92 1.81
-6.66 -2.62 -6.24
3.31 -0.36 -1.24
0.50 -4.65 -3.52
-1.48 9.20 3.29
2.37 -0.95 0.70
-1.04 -2.30 -0.98
0.27 1.85 -1.35
1.84 1.23 1.56
-0.20 -1.93 1.34
0.47 -0.13 -0.05
-0.69 0.43 0.43
-0.05 0.14 0.25
0.18 -0.17 0.05
0.15 0.02 -0.31
-0.18 -0.45 -0.34
0.10 -0.25 0.00
0.13 -0.46 -0.38
0.02 -0.16 -0.09
0.09 0.16 0.23
0.04 0.12 0.25
-0.29 0.50 0.03
-0.26 -0.07 0.18
-0.22 -0.11 0.25
-0.07 -0.25 0.22
0.28 0.04 -0.14
0.27 0.08 -0.13
-0.11 0.15 -0.23
0.15 -0.11 0.09
0.20 -0.47 -0.23
0.11 -0.17 -0.08
-0.01 0.23 0.16
-0.06 0.15 0.20
-0.40 0.37 -0.13
-0.17 0.11 -0.18
-0.29 0.14 -0.23
-0.12 0.08 -0.12
0.19 -0.22 0.03
0.12 -0.24 0.07
0.26 0.17 0.35
0.08 -0.12 0.17
-0.37 -0.26 0.38
-0.11 -0.11 0.14
0.20 0.02 -0.15
0.23 0.09 -0.10
-0.03 0.39 -0.39
0.16 -0.08 0.16
0.03 -0.40 -0.48
0.02 -0.18 -0.14
0.09 0.15 0.16
0.02 0.10 0.24
-0.31 0.51 -0.02
0.12 0.14 0.09
-0.16 0.51 0.40
-0.09 0.15 0.12
0.21 -0.16 -0.07
0.21 -0.10 -0.15
-0.14 -0.44 -0.32
-0.01 0.15 0.14
0.04 0.28 0.24
0.02 0.12 0.16
-0.04 -0.01 -0.28
-0.13 -0.03 -0.25
-0.01 -0.52 -0.05

SMILES string ... CCOC1=C(I)C(=O)OC1=O.CO.CO.CO.CO.CO.CO.CO.CO.CO



A 12-piece molecular cluster, C15H41N11O24 overall, computed with ωB97M-V with the def2-TZVPD basis set.

Last column: Mulliken charge in e.
Atoms and positions in Å:
C  -1.468  -4.523  -2.463  -0.733
N  -2.325  -3.514  -1.808  0.857
O  -1.873  -2.432  -1.464  -0.399
O  -3.499  -3.788  -1.688  -0.542
H  -1.894  -4.814  -3.414  0.319
H  -1.416  -5.389  -1.809  0.266
H  -0.484  -4.062  -2.502  0.203
C  -1.193  -3.725  2.467  -0.222
N  -1.765  -4.412  1.260  0.951
O  -0.996  -5.020  0.535  -0.564
O  -2.951  -4.257  1.067  -0.538
H  -0.857  -2.741  2.153  -0.107
H  -0.369  -4.335  2.828  0.246
H  -1.979  -3.796  3.214  0.394
C  5.249  0.312  -2.648  -0.710
N  4.853  -0.854  -1.824  0.895
O  4.428  -0.615  -0.715  -0.445
O  5.002  -1.960  -2.306  -0.559
H  5.812  0.971  -1.991  0.321
H  4.306  0.796  -2.901  0.230
H  5.853  -0.034  -3.475  0.283
C  -2.252  0.974  -3.348  -0.096
N  -3.375  0.552  -4.239  1.007
O  -3.815  1.360  -5.023  -0.574
O  -3.834  -0.557  -4.061  -0.588
H  -1.312  0.708  -3.809  0.309
H  -2.429  0.505  -2.385  -0.348
H  -2.407  2.030  -3.138  0.303
C  2.958  -0.945  3.437  -0.376
N  4.315  -0.649  3.974  0.976
O  4.926  0.274  3.469  -0.565
O  4.719  -1.347  4.891  -0.577
H  3.063  -1.441  2.474  0.141
H  2.473  0.018  3.323  0.119
H  2.491  -1.650  4.116  0.265
C  1.572  3.128  -6.227  -0.823
N  0.447  2.840  -5.294  0.837
O  0.568  3.194  -4.136  -0.426
O  -0.557  2.388  -5.796  -0.495
H  2.049  2.202  -6.534  0.294
H  2.309  3.696  -5.661  0.315
H  1.213  3.746  -7.040  0.306
C  -3.309  4.377  2.329  -0.679
N  -2.912  4.650  0.904  0.845
O  -3.048  5.783  0.499  -0.555
O  -2.409  3.737  0.270  -0.422
H  -4.364  4.123  2.356  0.306
H  -3.010  5.277  2.856  0.335
H  -2.726  3.532  2.672  0.135
C  2.107  -5.101  0.094  -1.032
N  1.662  -3.689  0.016  0.941
O  1.414  -3.239  -1.089  -0.529
O  1.718  -3.003  1.013  -0.383
H  1.914  -5.442  1.103  0.336
H  3.140  -5.122  -0.242  0.327
H  1.538  -5.693  -0.619  0.320
C  1.073  4.123  -1.102  -0.463
N  1.528  4.185  0.323  1.031
O  0.737  4.315  1.217  -0.551
O  2.728  4.129  0.479  -0.593
H  0.959  3.056  -1.261  0.011
H  1.838  4.605  -1.694  0.323
H  0.133  4.665  -1.154  0.228
C  -3.292  0.527  0.153  -0.711
N  -3.958  1.269  1.259  1.020
O  -5.025  1.785  1.020  -0.598
O  -3.393  1.296  2.327  -0.530
H  -3.081  -0.512  0.402  0.221
H  -2.406  1.124  -0.052  0.113
H  -3.988  0.441  -0.677  0.512
C  -1.411  -0.937  5.398  -0.536
N  -0.113  -0.397  5.840  0.989
O  0.696  -1.183  6.280  -0.550
O  0.086  0.795  5.729  -0.554
H  -2.148  -0.236  5.783  0.283
H  -1.548  -1.939  5.790  0.326
H  -1.499  -1.021  4.316  0.061
C  1.017  0.083  -1.744  -1.502
C  0.608  -0.394  -0.360  1.509
O  0.406  0.759  0.467  -0.050
C  -0.085  0.496  1.697  0.202
C  -0.377  1.755  2.458  -0.420
O  -0.231  -0.607  2.155  -0.429
H  0.343  0.777  -2.251  -0.129
H  1.214  -0.752  -2.416  0.431
H  1.964  0.625  -1.650  0.194
H  -0.260  -1.050  -0.361  0.074
H  1.493  -0.892  0.022  -0.419
H  0.554  2.204  2.804  0.525
H  -0.925  1.456  3.346  0.232
H  -0.911  2.425  1.790  -0.344

Cartesian forces, eV/Å:
0.92 0.13 0.45
-1.64 0.44 -0.16
0.72 -0.27 0.01
0.16 -0.32 -0.11
-0.07 0.29 -0.07
-0.21 0.05 0.08
0.01 -0.18 -0.38
-0.04 -1.14 0.10
-0.10 0.71 0.40
-0.10 -0.09 -0.05
0.41 -0.35 -0.09
-0.16 0.14 0.19
0.22 0.15 -0.26
-0.06 0.66 -0.07
-0.04 0.26 0.47
0.40 -0.33 0.06
-0.21 -0.13 0.00
-0.18 0.08 0.12
-0.03 0.02 -0.04
0.19 0.04 -0.34
-0.23 0.01 -0.20
-0.87 0.39 0.71
-0.36 0.12 0.43
0.19 0.16 -0.26
0.16 -0.35 -0.08
0.04 0.13 -0.01
0.33 -0.63 -0.26
0.48 0.17 -0.62
0.17 -0.27 -0.10
0.24 -0.17 0.26
-0.12 -0.27 0.13
-0.05 0.30 -0.44
0.19 0.24 -0.08
-0.25 -0.13 0.06
-0.20 0.32 0.16
0.98 0.39 0.69
-0.24 0.88 -0.55
0.03 -0.43 0.04
0.03 -0.39 0.27
-0.39 -0.12 -0.26
-0.12 -0.03 0.02
-0.24 -0.33 -0.18
0.66 0.04 -0.31
0.31 0.08 0.38
-0.11 -0.29 -0.09
-0.25 -0.04 -0.13
-0.07 0.27 0.00
-0.47 0.03 0.18
-0.02 -0.06 -0.06
-0.56 -0.34 -0.21
0.76 0.72 -0.73
-0.26 -0.42 0.03
-0.20 -0.50 0.43
0.37 -0.04 0.05
0.14 0.12 0.40
-0.18 0.19 0.03
-0.49 0.16 0.82
0.91 0.61 -0.59
-0.90 0.00 0.35
0.48 -0.24 0.13
-0.08 0.03 -0.49
0.11 -0.28 -0.13
-0.12 -0.25 -0.09
-0.26 -0.21 -0.43
-0.34 -0.86 -0.42
-0.14 0.32 0.06
0.21 -0.02 0.43
0.33 0.24 0.65
0.09 -0.25 -0.23
0.05 0.57 -0.05
-0.98 -0.11 0.11
0.63 -0.11 -0.34
0.16 -0.29 0.10
-0.30 0.07 -0.11
-0.15 -0.17 -0.14
0.16 0.11 0.35
0.49 0.52 -0.08
0.31 0.46 -0.16
1.01 0.09 -0.78
-0.87 -0.03 0.40
0.53 1.12 0.09
0.16 -0.57 0.06
-0.11 -0.79 -0.19
-0.29 -0.15 0.25
-0.17 -0.16 0.15
0.02 0.00 0.06
0.05 0.06 0.10
-0.33 -0.43 0.23
0.05 0.14 -0.27
-0.27 0.26 -0.07
-0.01 0.27 0.27

Relative energy (zero: lowest compared OMol25 entry of this formula, charge and spin) ... 6.3 kcal per mole
SMILES string ... C[N+](=O)[O-].C[N+](=O)[O-].C[N+](=O)[O-].C[N+](=O)[O-].C[N+](=O)[O-].C[N+](=O)[O-].C[N+](=O)[O-].C[N+](=O)[O-].C[N+](=O)[O-].C[N+](=O)[O-].C[N+](=O)[O-].CCOC(C)=O



A 8-piece molecular cluster, C15H42BF4NO7 overall, computed with ωB97M-V with the def2-TZVPD basis set.

Last column: Mulliken charge in e.
Atoms and positions in Å:
B  1.179  -1.451  -3.681  0.635
F  0.367  -0.413  -3.981  -0.395
F  2.380  -1.307  -4.445  -0.430
F  1.431  -1.370  -2.339  -0.394
F  0.487  -2.576  -4.020  -0.395
C  -1.799  1.574  6.593  -1.728
C  -1.951  1.381  5.016  1.402
C  -2.439  2.710  4.367  -1.108
C  -1.370  3.712  3.960  -0.785
C  -0.221  3.004  3.266  -1.242
C  0.415  1.808  4.050  1.900
N  -0.702  0.868  4.317  0.248
O  -0.250  -0.485  4.663  -0.882
C  1.173  2.249  5.282  -2.093
C  1.478  1.324  3.080  -1.968
C  -3.218  0.496  4.718  -1.688
H  -1.159  2.434  6.793  0.344
H  -1.145  0.903  7.150  0.377
H  -2.779  1.648  7.064  0.374
H  -3.173  3.228  4.985  0.376
H  -2.877  2.386  3.423  0.426
H  -1.072  4.170  4.903  0.303
H  -1.740  4.558  3.381  0.385
H  0.592  3.730  3.238  0.352
H  -0.470  2.635  2.271  0.374
H  1.282  1.416  5.977  0.353
H  0.839  3.161  5.775  0.356
H  2.177  2.537  4.972  0.520
H  1.024  0.893  2.188  0.494
H  2.050  0.513  3.530  0.378
H  2.190  2.103  2.808  0.407
H  -3.234  -0.496  5.170  0.385
H  -3.326  0.388  3.639  0.391
H  -4.177  0.849  5.097  0.349
C  -1.319  4.022  -2.643  -0.574
O  -1.674  3.342  -3.888  -0.520
H  -1.594  5.077  -2.652  0.281
H  -2.013  3.660  -1.885  0.236
H  -0.329  3.834  -2.228  0.257
H  -1.148  2.541  -3.939  0.322
C  -3.966  -4.864  -4.835  -0.407
O  -2.740  -5.703  -4.733  -0.545
H  -3.561  -3.854  -4.767  0.198
H  -4.515  -5.005  -5.766  0.208
H  -4.661  -5.035  -4.013  0.212
H  -1.901  -5.270  -4.905  0.334
C  1.837  -5.283  -0.112  -0.557
O  1.099  -4.343  0.641  -0.488
H  1.169  -6.048  -0.509  0.223
H  2.462  -4.851  -0.893  0.245
H  2.399  -5.959  0.533  0.245
H  1.121  -3.527  0.136  0.330
C  -3.343  -0.348  -1.030  -0.528
O  -2.576  -1.577  -0.997  -0.479
H  -4.375  -0.553  -0.746  0.255
H  -2.848  0.432  -0.452  0.191
H  -3.425  0.183  -1.978  0.261
H  -1.955  -1.471  -1.721  0.287
C  5.229  -4.368  -6.429  -0.482
O  3.981  -4.072  -7.010  -0.526
H  4.925  -5.063  -5.647  0.228
H  5.856  -4.867  -7.168  0.209
H  5.752  -3.468  -6.106  0.228
H  3.489  -3.467  -6.450  0.339
C  4.743  3.081  -3.440  -0.551
O  3.459  2.904  -4.002  -0.497
H  5.392  2.240  -3.683  0.233
H  5.226  4.024  -3.698  0.231
H  4.708  3.056  -2.351  0.261
H  3.131  2.015  -3.844  0.314

Cartesian forces, eV/Å:
0.76 0.45 -0.41
-1.50 2.47 -0.86
0.19 -0.42 0.09
0.79 -0.53 1.44
-0.23 -1.99 -0.35
0.82 0.25 -0.79
0.54 -0.30 0.65
0.65 0.11 -1.02
0.11 -0.62 1.02
0.79 0.43 1.27
-2.07 0.78 -0.24
-0.54 -1.19 -0.72
-0.66 2.13 0.39
0.93 0.61 0.47
-0.13 -1.81 -0.10
0.66 -1.09 0.27
-0.61 0.96 -0.22
-0.52 -1.23 -0.57
0.05 0.18 0.19
-0.31 -0.31 0.11
-0.50 0.09 0.02
0.72 0.16 0.11
-0.34 -0.14 -0.32
0.22 0.25 -0.66
-0.13 0.17 0.00
-0.21 -0.03 0.05
-0.67 -0.14 0.23
0.38 -0.09 0.04
-0.04 0.09 -0.12
-0.01 -0.10 0.09
-0.23 0.28 0.01
0.85 -0.26 -0.15
0.15 -0.17 0.01
0.10 1.08 0.11
-1.52 -0.94 0.23
0.69 1.12 0.86
0.55 0.11 -0.77
0.00 -0.35 0.28
0.20 0.13 -0.64
0.10 -0.16 0.03
2.53 0.21 0.11
-2.10 -0.73 0.04
-0.71 0.27 -0.08
0.33 -0.19 -0.19
0.45 -0.31 0.19
-0.47 0.77 -0.04
-0.51 -1.07 0.31
0.51 -0.05 -0.22
-0.45 0.30 -0.85
-0.04 -0.04 0.08
0.73 0.62 0.48
-0.25 0.26 0.13
0.38 -0.01 0.04
-0.92 1.27 -0.66
0.22 0.02 0.51
-0.26 -0.24 0.83
0.20 -0.71 -0.78
0.46 -0.34 0.01
-0.84 -0.29 0.15
-0.33 0.48 -1.27
1.21 -0.02 0.61
-0.13 -0.09 -0.04
0.03 -0.11 0.39
-0.02 0.11 0.23
0.01 -1.03 0.84
0.14 0.91 -0.37
0.28 0.08 -0.40
-0.43 -0.02 -0.51
-0.20 0.18 0.29
0.13 -0.20 0.13

Charge ... -2



no.,strongest force on any atom (eV Å⁻¹),energy (Eh),HOMO-LUMO gap (eV)
1,9.88,-1871.537595,8.03
2,1.71,-3003.179927,10.19
3,3.01,-1602.496610,4.02